The following is a quantum chemistry calculation of a molecular structure, C24H17N10O2OsSSe, from OMol25.

Each line ends with the Löwdin charge.
CARTESIAN COORDINATES (ANGSTROEM)
Os 0.10604 -0.84401 -0.02973  1.383
N 1.96061 0.58026 3.67976  0.171
C 1.21686 0.39518 2.60265  -0.731
S 1.93730 -0.38956 1.18501  0.835
N -0.01052 0.82103 2.52656  0.021
N -0.56462 0.56465 1.30421  -0.210
C -1.68265 1.15114 1.04869  0.007
C -2.18619 0.98141 -0.28811  -0.219
C -3.30027 1.64095 -0.77882  0.052
C -3.57663 1.56782 -2.13519  0.031
C -2.70113 0.86706 -2.95313  0.023
C -1.61739 0.21447 -2.39556  -0.092
N -1.37179 0.23267 -1.07755  -0.046
H 2.91344 0.25717 3.73343  0.128
H 1.59634 1.11624 4.45594  0.147
H -2.11808 1.81669 1.78396  0.166
H -3.91600 2.21980 -0.10328  0.146
H -4.44301 2.06599 -2.54982  0.144
H -2.85244 0.81069 -4.02226  0.139
H -0.93332 -0.33904 -3.01856  0.102
O -3.80533 -6.19916 -2.62945  0.112
N -3.72639 -6.25937 -1.42107  -0.324
O -4.21057 -7.10032 -0.71180  0.152
C -2.96102 -5.17149 -0.74288  -0.029
C -3.17046 -5.03361 0.57909  0.108
C -2.52253 -3.99561 1.31900  -0.091
C -2.66388 -3.84577 2.71149  0.078
C -1.96630 -2.84393 3.33512  0.028
C -1.17864 -1.97613 2.57914  -0.057
N -1.04993 -2.07191 1.25683  -0.028
C -1.70012 -3.10189 0.63833  -0.126
C -1.45502 -3.27790 -0.75722  -0.118
N -0.57087 -2.40104 -1.31477  -0.042
C -0.24270 -2.56728 -2.59385  -0.109
C -0.77539 -3.58329 -3.37324  0.030
C -1.68974 -4.45663 -2.83431  0.090
C -2.05924 -4.31785 -1.47836  -0.023
H -3.83905 -5.72384 1.07764  0.153
H -3.30379 -4.51766 3.26993  0.152
H -2.01772 -2.69809 4.40479  0.139
H -0.64789 -1.18036 3.07532  0.100
H 0.48432 -1.88692 -3.01128  0.110
H -0.46174 -3.67714 -4.40357  0.140
H -2.12073 -5.24213 -3.43492  0.131
Se 4.20878 -2.66481 -1.68569  1.308
N 4.61614 -1.28056 -2.67439  -0.176
C 3.62059 -0.40888 -2.57726  -0.356
C 3.56250 0.87070 -3.18936  0.081
C 2.46563 1.64256 -2.92818  0.008
C 1.43830 1.16526 -2.08377  -0.075
N 1.43632 -0.03225 -1.52383  -0.128
C 2.53552 -0.82886 -1.74752  -0.555
N 2.63730 -2.00637 -1.16402  -0.289
H 4.37522 1.20722 -3.82068  0.150
H 2.36329 2.63483 -3.34371  0.133
H 0.59156 1.80379 -1.86304  0.127

Output
Energy, hartree: -4512.12348
Highest occupied orbital energy (alpha / beta), hartree: -0.651 / -0.651
HOMO-LUMO gap (alpha / beta), Ha: 0.2419 / 0.2420
Total charge: +3

The following is a quantum chemistry calculation of a molecular structure, C24H18BrCl2FN4O6S2Ti, from OMol25.

Each line ends with the Löwdin charge.
CARTESIAN COORDINATES (ANGSTROEM)
Ti -0.01732 0.50226 0.86329  0.743
C -0.44482 5.30418 1.09548  -0.120
C -0.72892 3.83784 0.88785  -0.742
S 0.47602 2.70406 1.43426  0.732
C -1.85888 3.38082 0.33431  -0.740
C -2.95608 4.30346 -0.12980  -0.118
S -2.08684 1.67080 0.10839  0.734
H 0.43677 5.45373 1.71678  0.060
H -1.28312 5.80689 1.58319  0.074
H -0.26791 5.81561 0.14532  0.083
H -3.26326 4.98696 0.66507  0.076
H -3.83702 3.75249 -0.45388  0.058
H -2.61703 4.91737 -0.96820  0.085
O 3.85903 -3.42373 -3.23732  0.083
C 3.22390 -2.87504 -2.17690  -0.322
C 2.24835 -3.54419 -1.44630  -0.005
C 1.63090 -2.86529 -0.42151  -0.115
N 1.91231 -1.59925 -0.08650  0.024
C 2.86741 -1.01348 -0.77721  -0.711
Br 3.22976 0.79058 -0.33141  0.846
C 3.56937 -1.58190 -1.82513  -0.032
H 3.45666 -4.27304 -3.44662  0.115
H 1.95108 -4.55466 -1.69493  0.123
H 0.84266 -3.34250 0.15005  0.122
H 4.32566 -1.03989 -2.37237  0.118
Cl 3.54015 -0.82050 3.93919  0.731
C 1.84374 -0.95249 4.22751  -0.569
C 1.38185 -1.57826 5.41206  -0.107
C 0.05147 -1.70763 5.65757  -0.597
Cl -0.48636 -2.48670 7.11564  0.699
C -0.91122 -1.22026 4.72966  -0.160
C -2.31265 -1.31105 4.85817  0.000
C -3.10696 -0.81090 3.86762  -0.018
C -2.52443 -0.20970 2.73632  -0.098
N -1.22332 -0.09779 2.58871  0.030
C -0.42307 -0.60519 3.57613  -0.129
C 0.95623 -0.46236 3.31580  -0.342
O 1.26795 0.11094 2.15920  -0.294
H 2.10534 -1.95601 6.12071  0.110
H -2.74106 -1.77493 5.73682  0.100
H -4.18439 -0.86322 3.93519  0.113
H -3.12725 0.21106 1.94303  0.069
F -0.46168 2.47403 -5.19459  0.104
C -0.24986 1.19509 -4.88440  -0.185
C -0.88430 0.60192 -3.87954  0.061
N -0.66876 -0.73251 -3.56223  0.012
C -1.28924 -1.28684 -2.37923  -0.015
C -0.71352 -0.71524 -1.12027  -0.662
O -1.10984 -1.11662 0.01712  -0.084
O 0.14692 0.20511 -1.16922  -0.135
C 0.29237 -1.48500 -4.20650  -0.451
O 0.58850 -2.61767 -3.88024  0.080
N 0.91985 -0.83245 -5.24666  0.226
C 0.73299 0.47916 -5.68898  -0.390
O 1.37195 0.93892 -6.60288  0.116
H -1.58255 1.13678 -3.24827  0.150
H -1.13088 -2.36363 -2.38033  0.144
H -2.36309 -1.09331 -2.37846  0.154
H 1.62645 -1.36685 -5.73058  0.170

Output
Energy, hartree: -6836.17613
Highest occupied orbital energy, hartree: -0.268
HOMO-LUMO gap, Ha: 0.2343

The following is a quantum chemistry calculation of a molecular structure, C24H18Cl4N9O2PtS, from OMol25.

Each line ends with the Löwdin charge.
CARTESIAN COORDINATES (ANGSTROEM)
Pt 0.00305 -1.62982 -0.91053  0.960
N -2.13297 -1.58053 -4.77019  0.107
C -1.63279 -1.93273 -3.58464  -0.809
S -1.83011 -0.76833 -2.27613  0.601
N -1.13806 -3.11695 -3.38036  -0.022
N -0.51468 -3.35136 -2.25222  -0.128
C -0.44537 -4.52081 -1.70439  -0.041
C 0.27110 -4.63264 -0.45755  -0.253
C 0.84689 -5.82243 -0.00132  0.007
C 1.60341 -5.80167 1.15437  -0.032
C 1.74201 -4.60561 1.85152  -0.026
C 1.09036 -3.47993 1.37728  -0.127
N 0.37578 -3.49921 0.26167  -0.028
H -2.58208 -0.68635 -4.87949  0.095
H -2.03733 -2.19008 -5.56524  0.116
H -0.92339 -5.38315 -2.15495  0.141
H 0.72877 -6.72833 -0.57361  0.121
H 2.08378 -6.70045 1.51220  0.119
H 2.33400 -4.54786 2.74967  0.113
H 1.14769 -2.53252 1.89761  0.108
Cl 6.94449 0.15103 -1.48596  0.776
C 5.25364 0.09044 -1.69331  -0.673
C 4.62481 1.03580 -2.53343  -0.676
Cl 5.57222 2.21144 -3.33218  0.764
C 3.24926 1.01676 -2.70348  -0.595
Cl 2.48525 2.19658 -3.68604  0.777
C 2.43148 0.04628 -2.06637  -0.315
O 1.18305 0.00110 -2.19263  -0.048
C 3.09471 -0.95034 -1.18961  -0.323
O 2.37663 -1.79999 -0.61025  -0.030
C 4.50230 -0.87042 -1.03612  -0.602
Cl 5.24998 -2.00045 0.01578  0.764
C -2.65047 -0.46870 1.13707  -0.021
C -1.33395 0.13323 1.45062  -0.341
N -0.18809 -0.22232 0.90290  -0.001
C 0.78781 0.53260 1.48361  -0.104
C 0.22122 1.35347 2.40630  -0.019
N -1.12535 1.09590 2.37672  -0.001
C -2.12598 1.79349 3.14912  -0.057
N -2.01132 3.20953 2.98708  -0.071
N -1.79199 4.00895 4.04769  0.050
N -1.77383 5.21320 3.69562  0.075
C -1.97790 5.30523 2.35089  -0.218
C -2.05382 6.39810 1.48894  -0.001
C -2.26498 6.12712 0.15728  -0.076
C -2.38977 4.81495 -0.32066  -0.072
C -2.32414 3.71933 0.51295  -0.012
C -2.12921 3.98259 1.86200  -0.156
H -2.48742 -1.34047 0.50232  0.041
H -3.28639 0.23187 0.59677  0.086
H -3.16518 -0.78194 2.04307  0.093
H 1.81763 0.43045 1.20788  0.106
H 0.64904 2.08074 3.06424  0.131
H -2.00073 1.59704 4.22168  0.151
H -3.11575 1.45096 2.82543  0.143
H -1.95095 7.40132 1.86688  0.118
H -2.33291 6.94150 -0.54759  0.107
H -2.54324 4.65995 -1.37728  0.107
H -2.41022 2.71446 0.12839  0.101

Output
Energy, hartree: -3926.63195
Highest occupied orbital energy (alpha / beta), hartree: -0.381 / -0.370
HOMO-LUMO gap (alpha / beta), Ha: 0.1773 / 0.1601
Total charge: +1

The following is a quantum chemistry calculation of a molecular structure, C24H18N7SV, from OMol25.

Each line ends with the Löwdin charge.
CARTESIAN COORDINATES (ANGSTROEM)
V -0.12600 0.10950 -0.01940  0.855
C 3.03290 -1.50900 -1.83450  -0.039
C 3.31710 -2.57650 -0.97270  -0.029
C 2.80310 -2.57430 0.29980  0.021
C 1.99240 -1.50050 0.72140  -0.301
N 1.64430 -0.52210 -0.16360  -0.046
C 2.18890 -0.52190 -1.38690  -0.122
N 1.71990 -1.40700 2.04120  0.187
C 0.87740 -0.55760 2.53270  -0.247
N 0.00540 0.18080 1.78550  -0.017
C -0.66410 1.06820 2.57450  -0.245
N -1.44960 2.00140 2.12870  0.200
C -1.50230 2.38580 0.84160  -0.306
C -2.43660 3.37700 0.47990  0.024
C -2.35250 3.98340 -0.74990  -0.029
C -1.31730 3.61880 -1.61860  -0.044
C -0.50020 2.57600 -1.25390  -0.129
N -0.62780 1.91480 -0.09750  -0.048
C -0.29550 0.80990 3.96090  -0.083
C -0.72600 1.34950 5.15880  0.011
C -0.19640 0.82020 6.33150  -0.049
C 0.77010 -0.17870 6.30260  -0.049
C 1.24390 -0.69050 5.09990  0.011
C 0.68430 -0.20730 3.93310  -0.085
H 3.48490 -1.44170 -2.81160  0.114
H 3.96220 -3.37420 -1.30240  0.118
H 3.02830 -3.34810 1.01650  0.122
H 1.94670 0.34150 -2.01060  0.115
H -3.19170 3.64910 1.19880  0.123
H -3.06710 4.73480 -1.04630  0.119
H -1.17270 4.12640 -2.55840  0.113
H 0.29110 2.22280 -1.91400  0.117
H -1.45580 2.14450 5.16420  0.121
H -0.55060 1.18760 7.28340  0.112
H 1.15540 -0.57000 7.23190  0.112
H 2.01300 -1.44430 5.06480  0.121
N -6.94380 -0.92450 0.84410  0.097
C -6.20700 -0.13360 0.05010  -0.810
S -6.90790 1.16010 -0.71760  0.711
C -4.77780 -0.34260 -0.08410  -0.221
C -4.07720 0.24400 -1.15330  -0.022
C -2.70980 0.22270 -1.17860  -0.096
N -1.96400 -0.33130 -0.19790  -0.098
C -2.62850 -1.02380 0.74940  -0.090
C -3.99850 -1.05090 0.84820  0.023
H -7.93220 -0.73850 0.91400  0.104
H -6.57260 -1.74490 1.29220  0.103
H -4.63450 0.73940 -1.93030  0.085
H -2.16750 0.69810 -1.99230  0.122
H -2.00530 -1.54570 1.47390  0.127
H -4.44800 -1.56570 1.68240  0.116

Output
Energy, hartree: -2650.68709
Highest occupied orbital energy (alpha / beta), hartree: -0.342 / -0.401
Spin multiplicity: 4
HOMO-LUMO gap (alpha / beta), Ha: 0.1993 / 0.2552
⟨S²⟩: 3.78
Total charge: +1